Entry 1:
Formula: C26H28ClEuF5N2O2S
Source: the OMol25 dataset
Level of theory: ωB97M-V/def2-TZVPD

## Properties
F_max: 0.0679 Eh/bohr
frontier orbital gap (spin up / spin down): 0.136 / 0.169 hartree
LUMO (spin up / spin down): 0.094 / 0.092 Ha
electronic energy: -3335.5254 a.u.
net charge: -1
<S²>: 12.034
2S+1: 7

Each line ends with the Mulliken charge.
Cartesian coordinates (Å):
1 Eu 0.75664 0.10147 -0.07830  0.184
2 Cl 2.73593 0.05842 -1.77449  -0.606
3 N 0.43438 2.46309 -0.04141  -0.033
4 N 0.35597 -2.24393 -0.02313  -0.234
5 C 0.02836 3.13147 -1.06327  0.716
6 C -0.03927 -2.90658 -1.05290  0.622
7 C 1.51058 3.16030 0.68668  1.680
8 C 1.84833 4.24339 -0.29925  -0.902
9 C 2.74095 2.34892 1.04765  -1.859
10 C 0.81782 3.60743 1.95317  -1.324
11 H 3.20786 1.88827 0.17148  0.443
12 H 2.54722 1.54547 1.77046  0.343
13 H 3.47019 2.98556 1.54291  0.493
14 H -0.09418 4.15235 1.67987  0.379
15 H 1.45459 4.21174 2.59594  0.452
16 H 0.49695 2.70930 2.49940  -0.027
17 C 1.39984 -2.96316 0.73176  1.889
18 C 1.73001 -4.06285 -0.23314  -0.904
19 C 0.66868 -3.37651 1.98795  -1.501
20 C 2.63571 -2.17236 1.11765  -1.850
21 H 3.13021 -1.71915 0.25131  0.469
22 H 3.34968 -2.81919 1.62170  0.517
23 H 2.42904 -1.36628 1.83941  0.256
24 H -0.25334 -3.89639 1.70070  0.414
25 H 0.36470 -2.46389 2.51360  0.049
26 H 1.27121 -3.98495 2.65894  0.455
27 O 0.61935 -4.00721 -1.24185  -0.427
28 H 1.79991 -5.08356 0.18983  0.292
29 H 2.64272 -3.88133 -0.80210  0.368
30 O 0.70864 4.21270 -1.27903  -0.441
31 H 2.73608 4.02329 -0.89390  0.365
32 H 1.96541 5.26807 0.10355  0.295
33 C -1.13348 2.68338 -1.93752  -1.491
34 C -1.16360 -2.44020 -1.96529  -1.358
35 C -1.12092 -1.05380 -2.61602  1.081
36 H -2.01823 -2.36646 -1.28016  0.173
37 H -1.31781 -3.26095 -2.63513  0.359
38 C -1.22392 0.12253 -1.82439  -0.245
39 C -1.11224 1.30606 -2.60571  1.178
40 H -1.44501 0.12019 -0.58209  -0.286
41 C -1.26591 1.31867 -4.03337  1.047
42 C -1.35805 0.13745 -4.77248  -1.321
43 C -1.50086 2.60854 -4.82576  -1.751
44 C -1.27353 -1.05108 -4.04432  1.029
45 H -1.60527 0.14394 -5.86640  0.038
46 C -1.51755 -2.33109 -4.85074  -1.743
47 H -1.66102 -2.15006 -5.93747  0.312
48 H -2.43944 -2.84768 -4.51860  0.345
49 H -0.70284 -3.07215 -4.76004  0.338
50 H -2.42220 3.12570 -4.49207  0.341
51 H -1.64052 2.43929 -5.91512  0.314
52 H -0.68326 3.34516 -4.72320  0.332
53 H -1.32024 3.51271 -2.58688  0.400
54 H -1.95941 2.59888 -1.21828  0.143
55 F -3.31660 -1.06787 6.84004  -0.328
56 C -2.41466 -0.81602 5.83446  0.494
57 C -2.75390 0.12273 4.82429  -0.049
58 F -3.95840 0.76700 4.86850  -0.306
59 C -1.81663 0.39969 3.83620  0.109
60 F -2.12306 1.29810 2.87814  -0.260
61 C -0.54739 -0.21526 3.84563  0.403
62 S 0.66060 0.25142 2.80199  -0.375
63 C -0.24786 -1.16652 4.85278  -0.007
64 F 0.95601 -1.77478 4.85878  -0.329
65 C -1.16160 -1.47733 5.84292  0.146
66 F -0.86128 -2.37409 6.82615  -0.306

=====

Entry 2:
Formula: C26H28ClIN3O8P2S
Source: the OMol25 dataset
Level of theory: ωB97M-V/def2-TZVPD

## Properties
F_max: 0.0229 Eh/bohr
frontier orbital gap: 0.263 hartree
LUMO: -0.168 Ha
electronic energy: -3612.2818 a.u.
net charge: +1

Each line ends with the Mulliken charge.
Cartesian coordinates (Å):
1 C -3.43528 4.89121 -1.87260  -1.078
2 P -2.12667 3.66397 -2.24721  -0.001
3 C -2.74692 3.05317 -3.85759  -0.922
4 C -2.58177 2.28778 -1.03271  0.474
5 S -4.04045 1.26034 -1.56788  -0.098
6 C -2.84469 2.82832 0.37445  -1.469
7 C -3.04507 1.73276 1.43666  -0.445
8 C -4.50992 1.38222 1.68358  -0.098
9 C -4.87452 0.39720 2.78191  -0.085
10 O -5.98305 0.02678 2.95219  -0.466
11 I -3.33899 -0.28250 4.14107  0.048
12 N -2.22574 0.53907 1.13592  0.255
13 C -1.56279 0.38018 -0.02509  0.389
14 N -1.03541 -0.80430 -0.26924  -0.432
15 P -1.31420 -2.23211 0.78309  0.501
16 O -0.73218 -3.31334 -0.24479  -0.522
17 Cl -3.33331 -2.44001 0.47598  -0.227
18 N -1.39649 1.42144 -0.87971  -0.367
19 H -3.08385 5.63119 -1.15615  0.306
20 H -4.34717 4.42675 -1.48817  0.337
21 H -3.70825 5.38643 -2.80434  0.443
22 H -2.32806 2.08017 -4.11765  0.169
23 H -3.83542 2.99703 -3.88295  0.338
24 H -2.42102 3.78917 -4.59477  0.429
25 H -3.36583 0.46565 -2.41025  0.112
26 H -3.67755 3.52780 0.38657  0.529
27 H -1.94514 3.38319 0.65488  0.489
28 H -2.66482 2.14376 2.37342  0.454
29 H -5.00765 1.02768 0.78259  0.224
30 H -5.02550 2.29915 1.98997  0.402
31 H -1.68224 0.21523 1.93352  0.285
32 H -0.44530 -0.92544 -1.08112  0.255
33 H -1.12538 -3.27315 -1.14056  0.452
34 H -1.03107 1.12248 -1.77797  0.329
35 C 2.69201 -2.68615 5.84016  -0.516
36 C 1.45669 -2.25718 5.59712  -0.440
37 C 1.00591 -1.95537 4.21681  0.419
38 O -0.12615 -1.56384 3.99989  -0.394
39 C 1.97909 -2.15206 3.11837  -0.022
40 C 3.21459 -2.58555 3.35117  -0.414
41 C 3.66867 -2.88300 4.73648  0.236
42 O 4.79775 -3.25963 4.95558  -0.545
43 H 3.04775 -2.90934 6.83787  0.420
44 H 0.72572 -2.10648 6.38137  0.427
45 H 1.62928 -1.92554 2.11857  0.352
46 H 3.93761 -2.73105 2.56054  0.521
47 C 6.93180 1.17742 3.07738  -0.448
48 C 6.13796 0.14088 2.82419  -0.110
49 C 5.76651 -0.22027 1.43433  0.518
50 O 5.03596 -1.16466 1.20654  -0.512
51 C 6.31918 0.60634 0.33451  -0.428
52 C 7.11338 1.64314 0.58500  -0.405
53 C 7.48152 2.01384 1.97787  0.266
54 O 8.20076 2.95905 2.20535  -0.519
55 H 7.21970 1.46256 4.08118  0.434
56 H 5.73288 -0.48812 3.60736  0.378
57 H 6.03988 0.31335 -0.66957  0.417
58 H 7.53124 2.26337 -0.19765  0.403
59 C -0.32236 -1.35216 -5.64961  -0.424
60 C -0.82645 -1.32871 -4.41943  -0.076
61 C -1.42788 -2.53531 -3.81378  0.531
62 O -1.89411 -2.51078 -2.68062  -0.643
63 C -1.46219 -3.77345 -4.61707  -0.399
64 C -0.96208 -3.80744 -5.84999  -0.432
65 C -0.34984 -2.60065 -6.46632  0.211
66 O 0.10923 -2.61894 -7.58147  -0.490
67 H 0.12638 -0.48573 -6.11856  0.458
68 H -0.81974 -0.43032 -3.81204  0.318
69 H -1.91466 -4.63659 -4.14586  0.461
70 H -0.97428 -4.70090 -6.46075  0.434

=====

Entry 3:
Formula: C26H28GaIN5O8
Source: the OMol25 dataset
Level of theory: ωB97M-V/def2-TZVPD

## Properties
F_max: 0.0142 Eh/bohr
frontier orbital gap: 0.165 hartree
LUMO: 0.008 Ha
electronic energy: -4105.4181 a.u.
net charge: -1

Each line ends with the Mulliken charge.
Cartesian coordinates (Å):
1 C -4.15152 4.79719 5.56127  -0.692
2 N -4.90443 6.01915 5.85145  -0.429
3 C -6.12722 6.15693 5.03002  -0.638
4 Ga -7.57602 4.76342 5.29822  0.213
5 I -9.40848 5.74133 6.92067  -0.526
6 H -4.83856 4.01596 5.23521  0.163
7 H -3.64706 4.43002 6.46147  0.200
8 H -3.38608 4.93117 4.78434  0.260
9 H -4.29522 6.79693 5.61919  0.230
10 H -6.57352 7.12509 5.27876  0.379
11 H -5.89155 6.19471 3.95276  0.303
12 H -7.03840 3.39733 5.93637  -0.217
13 H -8.29371 4.45522 3.89611  -0.249
14 C -0.68674 -1.24503 5.87044  -0.631
15 C -0.34748 -0.12420 6.61594  -0.385
16 C -0.60194 1.14582 6.12429  -0.442
17 C -1.19858 1.25829 4.88627  0.104
18 C -1.55453 0.16151 4.13020  -0.453
19 C -1.28849 -1.10320 4.62776  -0.247
20 N -1.47297 2.60740 4.34227  1.050
21 O -1.15352 3.56035 5.01890  -0.578
22 O -2.00079 2.67192 3.24869  -0.596
23 H -0.48292 -2.23387 6.25907  0.374
24 H 0.11737 -0.23633 7.58606  0.369
25 H -0.34876 2.03405 6.68300  0.467
26 H -2.03422 0.30095 3.17335  0.622
27 H -1.54740 -1.97543 4.04374  0.386
28 C -0.19593 0.73857 -1.22625  -0.686
29 C -0.53273 0.66921 0.12114  -0.187
30 C -0.12512 -0.41345 0.88105  -0.228
31 C 0.61107 -1.40808 0.26691  -0.198
32 C 0.95143 -1.36465 -1.06926  -0.523
33 C 0.54443 -0.27431 -1.82035  -0.121
34 N 1.06506 -2.55745 1.07244  1.026
35 O 0.71992 -2.60903 2.23697  -0.612
36 O 1.76750 -3.39203 0.52917  -0.635
37 H -0.50798 1.58982 -1.81661  0.442
38 H -1.10538 1.46071 0.58726  0.489
39 H -0.36768 -0.47761 1.92960  0.284
40 H 1.52550 -2.16444 -1.50932  0.460
41 H 0.81009 -0.21270 -2.86594  0.476
42 C 6.98965 -4.11706 -1.91772  -0.437
43 C 6.90537 -3.92408 -3.29028  -0.422
44 C 5.97012 -3.04725 -3.81283  -0.415
45 C 5.14083 -2.37731 -2.93566  0.221
46 C 5.20121 -2.55098 -1.56711  -0.264
47 C 6.13828 -3.43523 -1.05968  -0.550
48 N 4.13589 -1.44184 -3.48037  1.037
49 O 4.03559 -1.35099 -4.69063  -0.648
50 O 3.45612 -0.82739 -2.68629  -0.590
51 H 7.72148 -4.80458 -1.51505  0.379
52 H 7.56829 -4.45797 -3.95732  0.370
53 H 5.88173 -2.88000 -4.87556  0.462
54 H 4.52294 -2.01448 -0.92085  0.451
55 H 6.19815 -3.59206 0.00833  0.385
56 C 0.65535 -3.31380 -8.39336  -0.452
57 C -0.38825 -2.44821 -8.69127  -0.397
58 C -0.57389 -1.29944 -7.94092  -0.466
59 C 0.29994 -1.04531 -6.90254  -0.007
60 C 1.34739 -1.88610 -6.58414  -0.241
61 C 1.51763 -3.03316 -7.34283  -0.367
62 N 0.10152 0.18152 -6.09953  1.060
63 O -0.83416 0.89940 -6.38996  -0.615
64 O 0.88018 0.38923 -5.19034  -0.632
65 H 0.79650 -4.21006 -8.98292  0.377
66 H -1.06188 -2.66689 -9.50854  0.371
67 H -1.37969 -0.61206 -8.14837  0.462
68 H 2.01516 -1.65813 -5.76679  0.495
69 H 2.33106 -3.70706 -7.11011  0.405